Computed, not measured: a gas-phase ion, C6H16NO (charge +1), with ωB97M-V/def2-TZVPD.

Bonds (Å) are listed after each position.
Cartesian coordinates (Å):
1 C 0.82 -0.75 -1.27  O2 1.412, C3 1.505, H9 1.096, H10 1.091
2 O 1.21 -2.09 -1.50  C1 1.412, H11 0.962
3 C -0.25 -0.79 -0.21  C1 1.505, C4 1.521, N8 1.503, H12 1.094
4 C -1.10 0.47 -0.10  C3 1.521, C5 1.521, H13 1.091, H14 1.077
5 C -0.31 1.77 -0.12  C4 1.521, C6 1.558, H15 1.085, H16 1.094
6 C 0.71 1.81 1.06  C5 1.558, C7 1.514, H17 1.091, H18 1.092
7 C 0.04 1.79 2.42  C6 1.514, H19 1.089, H20 1.096, H21 1.091
8 N -1.15 -1.99 -0.31  C3 1.503, H22 1.017, H23 1.022, H24 1.015
9 H 0.44 -0.21 -2.14  C1 1.096
10 H 1.65 -0.15 -0.90  C1 1.091
11 H 1.95 -2.10 -2.12  O2 0.962
12 H 0.19 -0.85 0.79  C3 1.094
13 H -1.73 0.42 0.79  C4 1.091
14 H -1.78 0.51 -0.93  C4 1.077
15 H -0.86 2.71 -0.09  C5 1.085
16 H 0.29 1.85 -1.02  C5 1.094
17 H 1.51 1.08 0.99  C6 1.091
18 H 1.19 2.78 0.93  C6 1.092
19 H -0.68 2.59 2.57  C7 1.089
20 H -0.48 0.85 2.66  C7 1.096
21 H 0.77 1.85 3.23  C7 1.091
22 H -2.00 -1.97 0.25  N8 1.017
23 H -1.35 -2.11 -1.31  N8 1.022
24 H -0.62 -2.83 -0.12  N8 1.015

charge = +1
electronic energy = -10012.50062 eV
gap between HOMO and LUMO = 11.1663 eV
spin multiplicity = 1
LUMO energy = -3.39 eV
relative energy (zero: lowest compared OMol25 entry of this formula, charge and spin) = 18.72 kcal/mol


Computed, not measured: C6H16NOP in the gas phase, with ωB97M-V/def2-TZVPD.

Bonds (Å) are listed after each position.
Cartesian coordinates (Å):
1 C -0.90 -3.29 -1.81  O2 1.409, H10 1.089, H11 1.093, H12 1.092
2 O -0.67 -1.90 -1.77  C1 1.409, C3 1.415
3 C 0.68 -1.48 -1.71  O2 1.415, C4 1.519, H13 1.094, H14 1.095
4 C 0.94 -0.66 -0.46  C3 1.519, C5 1.533, H15 1.095, H16 1.090
5 C 0.21 0.69 -0.49  C4 1.533, P6 1.848, H17 1.093, H18 1.091
6 P 0.95 1.92 0.68  C5 1.848, C7 1.852, C8 1.870
7 C 1.15 0.90 2.21  P6 1.852, H19 1.089, H20 1.091, H21 1.086
8 C -0.53 2.92 1.23  P6 1.870, N9 1.458, H22 1.090, H23 1.093
9 N -1.87 2.34 1.22  C8 1.458, H24 1.009, H25 1.010
10 H -1.73 -3.49 -2.48  C1 1.089
11 H -1.15 -3.68 -0.82  C1 1.093
12 H -0.02 -3.83 -2.19  C1 1.092
13 H 1.36 -2.34 -1.72  C3 1.094
14 H 0.89 -0.88 -2.60  C3 1.095
15 H 2.01 -0.49 -0.38  C4 1.095
16 H 0.61 -1.25 0.40  C4 1.090
17 H 0.29 1.11 -1.49  C5 1.093
18 H -0.86 0.55 -0.30  C5 1.091
19 H 1.04 1.57 3.06  C7 1.089
20 H 0.40 0.11 2.32  C7 1.091
21 H 2.15 0.47 2.24  C7 1.086
22 H -0.55 3.85 0.66  C8 1.090
23 H -0.30 3.21 2.26  C8 1.093
24 H -2.22 2.24 0.28  N9 1.009
25 H -1.88 1.44 1.67  N9 1.010

charge = 0
electronic energy = -19306.92541 eV
gap between HOMO and LUMO = 9.1246 eV
spin multiplicity = 1
LUMO energy = 0.95 eV
relative energy (zero: lowest compared OMol25 entry of this formula, charge and spin) = 32.16 kcal/mol


Computed, not measured: 2 unconnected molecules or ions with the total composition C6H16NOS, with ωB97M-V/def2-TZVPD.

Bonds (Å) are listed after each position.
Cartesian coordinates (Å):
1 C -0.72 -1.50 -1.11  C4 1.529, S9 1.888, H10 1.116, H24 1.148
2 C 2.41 1.40 2.19  C6 1.273, H12 1.149, H13 1.095
3 C -0.36 1.04 -2.00  S9 1.755, H14 1.079, H15 1.100, H16 1.086
4 C -1.44 -1.72 0.22  C1 1.529, C5 1.547, H17 1.094, H18 1.124
5 C -2.10 -0.44 0.80  C4 1.547, N7 1.433, H19 1.101, H20 1.122
6 C 2.50 1.04 0.97  C2 1.273, H21 1.107, H22 1.123
7 N -1.00 0.45 1.04  C5 1.433, H23 0.940, H25 1.011
8 O 1.71 -0.46 -1.73  S9 1.629, H11 0.977
9 S 0.42 -0.02 -0.83  C1 1.888, C3 1.755, O8 1.629
10 H -0.23 -2.42 -1.51  C1 1.116
11 H 2.38 -1.01 -1.30  O8 0.977
12 H 1.56 2.15 2.40  C2 1.149
13 H 2.87 1.02 3.11  C2 1.095
14 H -0.77 1.88 -1.47  C3 1.079
15 H 0.42 1.37 -2.70  C3 1.100
16 H -1.21 0.65 -2.56  C3 1.086
17 H -2.26 -2.41 0.02  C4 1.094
18 H -0.78 -2.12 1.04  C4 1.124
19 H -2.75 -0.21 -0.06  C5 1.101
20 H -2.70 -0.67 1.72  C5 1.122
21 H 1.95 1.59 0.18  C6 1.107
22 H 3.17 0.23 0.59  C6 1.123
23 H -1.19 1.37 1.17  N7 0.940
24 H -1.46 -1.26 -1.96  C1 1.148
25 H -0.42 0.06 1.76  N7 1.011

charge = +1
electronic energy = -20839.94873 eV
gap between HOMO and LUMO (alpha / beta) = 5.9152 / 6.6133 eV
spin multiplicity = 3
LUMO energy (alpha / beta) = -2.73 / -7.27 eV
relative energy (zero: lowest compared OMol25 entry of this formula, charge and spin) = 48.75 kcal/mol
⟨S²⟩ = 2.0078


Computed, not measured: 2 unconnected molecules or ions with the total composition C6H16NPS, with ωB97M-V/def2-TZVPD.

Bonds (Å) are listed after each position.
Cartesian coordinates (Å):
1 C -3.50 -1.34 1.55  C2 1.538, H7 1.075, H8 1.074, H9 1.076
2 C -2.19 -2.13 1.46  C1 1.538, C3 1.537, H10 1.079, H11 1.076
3 C -0.96 -1.27 1.77  C2 1.537, P4 1.901, H12 1.079, H13 1.082
4 P 0.09 -0.67 0.30  C3 1.901, C5 1.847, S6 2.251, H14 1.411, H15 1.411
5 C -1.34 -0.34 -0.82  P4 1.847, H16 1.072, H17 1.071, H18 1.069
6 S 1.58 0.06 -1.22  P4 2.251, H19 1.342
7 H -4.19 -1.59 0.76  C1 1.075
8 H -3.95 -1.49 2.51  C1 1.074
9 H -3.28 -0.29 1.49  C1 1.076
10 H -2.10 -2.67 0.53  C2 1.079
11 H -2.24 -2.89 2.23  C2 1.076
12 H -1.25 -0.45 2.41  C3 1.079
13 H -0.29 -1.87 2.37  C3 1.082
14 H 0.54 0.41 1.08  P4 1.411
15 H 0.85 -1.86 0.34  P4 1.411
16 H -2.10 0.25 -0.33  C5 1.072
17 H -1.77 -1.24 -1.22  C5 1.071
18 H -0.99 0.23 -1.65  C5 1.069
19 H 2.21 -1.00 -1.76  S6 1.342
20 C 3.70 3.24 -1.78  C21 1.457, H23 1.088, H24 1.087, H25 1.087
21 C 4.99 3.61 -2.34  C20 1.457, N22 1.140
22 N 6.01 3.89 -2.78  C21 1.140
23 H 3.56 3.73 -0.82  C20 1.088
24 H 2.90 3.56 -2.45  C20 1.087
25 H 3.64 2.17 -1.64  C20 1.087

charge = 0
electronic energy = -28093.52390 eV
gap between HOMO and LUMO = 9.2767 eV
spin multiplicity = 1
LUMO energy = 0.65 eV
relative energy (zero: lowest compared OMol25 entry of this formula, charge and spin) = 41.05 kcal/mol